# 1
{"formula": "C2H4N4O2", "method": "ωB97M-V with the def2-TZVPD basis set", "e_above_lowest_kcal_mol": 170.4, "total_charge": 0, "energy_ha": -447.83093, "e_lumo_ev": -0.47, "fmax_ev_per_a": 7.7, "smiles": "[H]/N=c1\\nnon1OC", "species": ["H", "N", "C", "N", "N", "O", "N", "O", "C", "H", "H", "H"], "xyz": [[-2.864, 0.159, -0.041], [-2.066, -0.333, -0.253], [-0.938, 0.287, -0.251], [-0.505, 1.614, -0.168], [0.695, 1.622, -0.049], [1.281, 0.402, -0.460], [0.180, -0.300, -0.593], [0.447, -1.578, -0.066], [0.655, -1.178, 1.374], [1.378, -2.151, 1.692], [-0.284, -1.170, 2.004], [1.521, -0.302, 1.242]]}

***

# 2
{"formula": "C11H22BrFeN5", "method": "ωB97M-V with the def2-TZVPD basis set", "total_charge": 3, "energy_ha": -4542.81222, "spin_multiplicity": 2, "e_lumo_ev": [-13.18, -12.24], "fmax_ev_per_a": 2.7, "species": ["Fe", "N", "C", "C", "N", "C", "C", "N", "C", "C", "N", "H", "H", "H", "H", "H", "H", "H", "H", "H", "H", "H", "H", "H", "H", "H", "H", "H", "H", "Br", "C", "C", "C", "C", "N", "C", "H", "H", "H", "H"], "xyz": [[-0.607, 0.325, 0.276], [0.976, -0.602, -0.685], [0.502, -1.309, -1.906], [-0.726, -2.056, -1.520], [-1.735, -1.087, -1.045], [-2.772, -1.726, -0.202], [-2.157, -2.199, 1.074], [-1.278, -1.108, 1.600], [-2.361, -0.338, -2.161], [-2.662, 1.042, -1.686], [-1.382, 1.586, -1.150], [1.722, 0.045, -0.951], [1.417, -1.281, -0.061], [1.246, -1.998, -2.311], [0.321, -0.560, -2.675], [-0.499, -2.745, -0.708], [-1.094, -2.662, -2.353], [-3.238, -2.568, -0.724], [-3.565, -0.999, -0.015], [-1.562, -3.101, 0.945], [-2.943, -2.454, 1.785], [-0.493, -1.530, 2.101], [-1.798, -0.591, 2.313], [-3.273, -0.826, -2.512], [-1.675, -0.313, -3.006], [-3.401, 1.060, -0.884], [-3.064, 1.644, -2.503], [-1.531, 2.541, -0.816], [-0.712, 1.674, -1.917], [2.180, 3.396, 4.327], [0.631, 2.923, 3.474], [-0.600, 3.461, 3.843], [-1.745, 3.042, 3.161], [-1.623, 2.114, 2.160], [-0.432, 1.599, 1.794], [0.685, 2.003, 2.436], [-0.660, 4.196, 4.635], [-2.719, 3.438, 3.414], [-2.505, 1.763, 1.626], [1.636, 1.597, 2.121]]}

***

# 3
{"formula": "C34H43BN7O6P", "method": "ωB97M-V with the def2-TZVPD basis set", "total_charge": 0, "energy_ha": -2522.16938, "e_lumo_ev": 0.03, "fmax_ev_per_a": 6.5, "smiles": "CCCC[C@]1(CON=O)OC(=O)O[C@@]1([PH2]=N)B(C)O.c1ccncc1.c1ccncc1.c1ccncc1.c1ccncc1.c1ccncc1", "species": ["C", "C", "C", "C", "C", "C", "O", "N", "O", "O", "C", "O", "O", "C", "P", "N", "B", "C", "O", "H", "H", "H", "H", "H", "H", "H", "H", "H", "H", "H", "H", "H", "H", "H", "H", "H", "H", "C", "C", "C", "N", "C", "C", "H", "H", "H", "H", "H", "C", "C", "C", "N", "C", "C", "H", "H", "H", "H", "H", "C", "C", "C", "N", "C", "C", "H", "H", "H", "H", "H", "C", "C", "C", "N", "C", "C", "H", "H", "H", "H", "H", "C", "C", "C", "N", "C", "C", "H", "H", "H", "H", "H"], "xyz": [[0.743, 0.242, 3.227], [0.480, -1.139, 2.525], [0.448, -0.952, 0.993], [1.451, -1.780, 0.140], [2.831, -2.111, 0.731], [3.536, -1.109, 1.644], [3.205, 0.212, 1.221], [4.226, 0.750, 0.427], [3.781, 1.657, -0.169], [3.733, -2.036, -0.459], [4.744, -2.941, -0.284], [5.564, -3.158, -1.024], [4.522, -3.564, 0.942], [3.077, -3.620, 0.991], [2.674, -4.794, -0.469], [3.690, -5.991, -0.565], [2.348, -4.346, 2.199], [3.098, -5.215, 3.280], [0.980, -4.212, 2.223], [0.043, 0.402, 4.051], [0.633, 1.085, 2.547], [1.740, 0.277, 3.673], [-0.476, -1.475, 2.923], [1.275, -1.787, 2.888], [0.525, 0.084, 0.676], [-0.571, -1.262, 0.665], [1.638, -1.213, -0.773], [0.952, -2.690, -0.200], [4.613, -1.257, 1.660], [3.224, -1.169, 2.689], [2.566, -4.017, -1.652], [1.351, -5.243, -0.218], [3.147, -6.846, -0.465], [2.693, -5.080, 4.286], [4.164, -4.979, 3.245], [2.994, -6.268, 2.997], [0.702, -4.089, 3.142], [8.612, -0.273, 0.969], [9.498, 0.367, 1.822], [9.152, 1.617, 2.311], [8.015, 2.244, 2.005], [7.176, 1.614, 1.182], [7.424, 0.360, 0.640], [8.845, -1.251, 0.566], [10.436, -0.093, 2.102], [9.813, 2.154, 2.983], [6.264, 2.150, 0.952], [6.707, -0.106, -0.022], [-5.072, -1.550, -1.783], [-5.237, -0.400, -1.032], [-4.334, -0.151, -0.010], [-3.314, -0.952, 0.298], [-3.174, -2.059, -0.441], [-4.019, -2.399, -1.485], [-5.755, -1.782, -2.591], [-6.046, 0.291, -1.229], [-4.425, 0.740, 0.602], [-2.338, -2.696, -0.171], [-3.856, -3.308, -2.049], [-8.408, 4.254, -3.153], [-9.051, 3.049, -2.921], [-8.561, 2.226, -1.919], [-7.502, 2.524, -1.166], [-6.896, 3.688, -1.407], [-7.306, 4.584, -2.381], [-8.761, 4.926, -3.925], [-9.915, 2.754, -3.502], [-9.036, 1.275, -1.701], [-6.036, 3.903, -0.781], [-6.777, 5.515, -2.530], [-12.813, 2.036, 1.160], [-12.905, 0.842, 0.466], [-12.778, 0.873, -0.914], [-12.574, 1.986, -1.617], [-12.490, 3.127, -0.929], [-12.601, 3.206, 0.450], [-12.906, 2.056, 2.238], [-13.072, -0.094, 0.983], [-12.841, -0.040, -1.497], [-12.326, 4.019, -1.526], [-12.523, 4.160, 0.954], [8.718, 3.157, -1.524], [8.616, 1.952, -2.199], [8.782, 1.956, -3.576], [9.030, 3.054, -4.290], [9.123, 4.203, -3.622], [8.978, 4.310, -2.246], [8.598, 3.198, -0.449], [8.415, 1.032, -1.672], [8.714, 1.036, -4.147], [9.324, 5.080, -4.229], [9.066, 5.270, -1.756]]}

***

# 4
{"formula": "C5H8NO4", "method": "ωB97M-V with the def2-TZVPD basis set", "e_above_lowest_kcal_mol": 142.0, "total_charge": -1, "energy_ha": -550.85974, "e_lumo_ev": 3.73, "fmax_ev_per_a": 2.8, "species": ["C", "C", "C", "C", "C", "N", "O", "O", "O", "O", "H", "H", "H", "H", "H", "H", "H", "H"], "xyz": [[-1.070, 0.643, 0.237], [0.105, 1.181, -0.250], [0.371, -2.438, 1.876], [-2.322, 0.430, -1.761], [2.435, 1.062, 0.349], [-0.402, -2.666, 0.866], [-0.846, -1.643, 0.201], [0.165, 2.339, -0.677], [-2.164, 0.731, -0.418], [1.205, 0.484, 0.140], [0.661, -1.438, 2.174], [0.730, -3.331, 2.432], [-1.461, -0.101, -2.172], [-2.660, 1.400, -2.315], [-3.150, -0.260, -1.857], [2.851, 1.473, -0.580], [3.093, 0.211, 0.700], [2.460, 1.924, 1.054]]}

***

# 5
{"formula": "C34H32Cl4F4N4O2V", "method": "ωB97M-V with the def2-TZVPD basis set", "e_above_lowest_kcal_mol": 0.0, "total_charge": 0, "energy_ha": -4868.59847, "spin_multiplicity": 2, "e_lumo_ev": [-0.56, -0.43], "fmax_ev_per_a": 3.4, "species": ["V", "C", "C", "N", "C", "C", "C", "C", "N", "C", "C", "F", "C", "F", "C", "C", "F", "C", "F", "H", "H", "H", "H", "H", "H", "H", "H", "H", "H", "H", "H", "H", "H", "H", "Cl", "C", "Cl", "H", "H", "Cl", "C", "C", "C", "C", "C", "Cl", "C", "N", "C", "C", "C", "C", "C", "C", "C", "C", "O", "O", "H", "H", "H", "H", "H", "H", "H", "H", "H", "H", "N", "C", "C", "C", "C", "C", "C", "C", "H", "H", "H", "H", "H"], "xyz": [[0.636, -0.031, 0.550], [-2.386, 2.521, 3.058], [-1.356, 1.544, 2.499], [-1.322, 1.457, 1.019], [-2.609, 1.039, 0.457], [-3.108, -0.228, 1.122], [-0.868, 2.716, 0.447], [0.556, 3.029, 0.898], [1.227, 1.771, 0.979], [2.373, 1.350, 1.650], [2.488, -0.014, 1.383], [0.160, -0.692, 2.182], [3.479, -0.731, 1.982], [3.590, -2.066, 1.792], [4.449, -0.121, 2.778], [4.325, 1.235, 2.995], [5.231, 1.875, 3.759], [3.294, 1.991, 2.450], [3.219, 3.317, 2.706], [-2.320, 2.523, 4.146], [-3.407, 2.241, 2.792], [-2.223, 3.546, 2.722], [-1.521, 0.548, 2.892], [-0.358, 1.817, 2.831], [-2.466, 0.893, -0.617], [-3.365, 1.830, 0.555], [-2.306, -0.959, 1.199], [-3.921, -0.662, 0.549], [-3.480, -0.034, 2.127], [-1.521, 3.560, 0.705], [-0.900, 2.601, -0.639], [0.602, 3.567, 1.850], [0.988, 3.691, 0.136], [5.259, -0.678, 3.226], [3.216, -1.889, -1.421], [4.785, -1.110, -1.435], [4.694, 0.668, -1.452], [5.296, -1.404, -2.344], [5.330, -1.414, -0.548], [-6.040, -0.892, -1.412], [-5.203, -0.434, -2.860], [-5.374, 0.864, -3.314], [-4.855, 1.256, -4.536], [-4.164, 0.328, -5.298], [-3.965, -0.950, -4.812], [-3.047, -2.061, -5.789], [-4.469, -1.386, -3.573], [-4.305, -2.695, -3.173], [-3.990, -3.174, -1.854], [-4.832, -4.135, -1.315], [-4.531, -4.735, -0.104], [-3.371, -4.378, 0.565], [-2.524, -3.422, 0.027], [-2.819, -2.797, -1.179], [-1.882, -1.784, -1.802], [-0.416, -1.965, -1.472], [0.340, -2.431, -2.284], [0.024, -1.562, -0.251], [-5.958, 1.547, -2.712], [-5.013, 2.261, -4.902], [-3.770, 0.582, -6.272], [-3.944, -3.293, -3.902], [-5.728, -4.401, -1.862], [-5.196, -5.481, 0.311], [-3.116, -4.848, 1.506], [-1.609, -3.166, 0.547], [-2.189, -0.761, -1.551], [-1.930, -1.896, -2.884], [0.849, 0.620, -1.336], [0.910, 0.707, -2.479], [0.990, 0.827, -3.912], [-0.182, 0.853, -4.662], [-0.083, 0.957, -6.039], [1.166, 1.027, -6.644], [2.326, 0.990, -5.884], [2.246, 0.888, -4.505], [-1.148, 0.785, -4.178], [-0.980, 0.976, -6.639], [1.234, 1.111, -7.721], [3.295, 1.034, -6.363], [3.134, 0.856, -3.887]]}

***

# 6
{"formula": "C8H18BN3O3", "method": "ωB97M-V with the def2-TZVPD basis set", "e_above_lowest_kcal_mol": 26.6, "total_charge": 0, "energy_ha": -730.54880, "e_lumo_ev": 0.16, "fmax_ev_per_a": 3.1, "smiles": "NCC[C@H](N)C(=O)N1CCC[C@@H]1B(O)O", "species": ["N", "C", "C", "C", "N", "C", "O", "N", "C", "C", "C", "C", "B", "O", "O", "H", "H", "H", "H", "H", "H", "H", "H", "H", "H", "H", "H", "H", "H", "H", "H", "H", "H"], "xyz": [[0.060, 1.403, -4.075], [0.591, 2.142, -2.951], [-0.227, 2.014, -1.698], [-0.041, 0.729, -0.872], [-0.357, -0.498, -1.803], [-0.987, 0.779, 0.367], [-1.814, 1.639, 0.468], [-0.776, -0.134, 1.385], [-1.704, -0.365, 2.452], [-1.261, -1.611, 3.236], [0.019, -2.124, 2.491], [0.198, -1.300, 1.278], [1.757, -0.951, 0.998], [2.440, -2.084, 0.628], [2.288, 0.311, 0.993], [-0.926, 1.585, -4.180], [0.500, 1.440, -4.981], [1.640, 1.813, -2.708], [0.653, 3.221, -3.178], [-1.313, 2.018, -1.968], [-0.077, 2.837, -0.900], [1.029, 0.605, -0.632], [-1.337, -0.663, -1.719], [-0.204, -0.132, -2.730], [-2.720, -0.493, 2.107], [-1.834, 0.490, 3.146], [-0.912, -1.260, 4.219], [-2.008, -2.389, 3.302], [0.891, -2.176, 3.163], [-0.101, -3.144, 2.172], [-0.156, -1.879, 0.389], [3.419, -2.204, 0.455], [3.270, 0.381, 1.147]]}